The molecule C4H7NO3 in a non-equilibrium geometry, computed with ωB97M-V with the def2-TZVPD basis set.

ΔE to the lowest compared entry with this formula, charge and spin (kcal per mole): 67.71
Calculated total energy (eV): -11892.341

```
15
Properties=species:S:1:pos:R:3:forces:R:3:mulliken_charge:R:1
N 0.300853 0.729919 0.233165 1.352 0.343 1.068 -0.23
O 0.386696 -2.276594 -0.838878 1.290 0.565 0.242 -0.60
H -0.975748 0.259260 -1.403448 0.679 1.167 0.066 0.17
H -0.493156 2.855244 0.260878 0.239 -1.561 0.589 0.25
H 0.098172 1.680852 -1.750266 2.188 1.371 -2.009 0.36
O 2.243541 -1.274045 0.021145 -0.850 -0.510 -0.181 -0.49
C -0.269450 1.061459 -1.042017 -4.013 -2.790 2.076 -0.54
O -1.305425 -1.101010 0.681320 -0.190 0.172 -0.283 -0.54
C -0.009154 -0.648087 0.757987 0.545 1.548 -0.344 -0.24
H 0.371544 -0.762566 1.761984 -0.248 0.590 0.667 0.39
C 0.891974 -1.468012 -0.088665 0.792 -1.200 -0.753 0.80
H -1.717495 1.446965 0.618410 0.878 0.353 -0.286 0.24
H 2.541833 -0.633971 0.701929 -0.907 -0.238 -0.552 0.36
C -0.716606 1.748218 0.233053 -1.692 0.233 -0.574 -0.29
H -1.347578 -1.617634 -0.146597 -0.063 -0.043 0.274 0.35
```
Positions in Å, forces in eV/Å.

***

A cluster of 14 separate species, C5H37N2O14 in total in a non-equilibrium geometry, computed with ωB97M-V with the def2-TZVPD basis set.

ΔE to the lowest compared entry with this formula, charge and spin (kcal per mole): 36.09
Calculated total energy (eV): -37414.417
Expectation value of S²: 0.76
Charge: +2
Spin multiplicity: 2

```
58
Properties=species:S:1:pos:R:3:forces:R:3:mulliken_charge:R:1
O -1.962203 2.601682 -0.280320 -0.299 -0.311 0.253 -0.60
H 0.750474 3.125019 0.297356 0.093 -0.002 -0.094 0.29
H -0.746196 4.284370 2.387746 -0.316 0.670 -0.058 0.28
H -2.150153 1.595651 -3.087090 -0.203 0.568 -0.468 0.36
H 0.799160 -2.731683 2.705570 0.976 0.346 0.827 0.51
H -0.281192 -2.914407 -0.584454 0.020 -0.588 0.435 0.35
H -1.574312 3.389297 0.129232 0.093 -0.178 -0.148 0.27
O -3.283998 -3.112968 0.157426 0.796 -0.292 0.581 -0.66
O -0.479718 -2.981326 0.391915 -0.182 0.799 0.007 -0.70
C 2.883338 0.845943 0.806031 -1.989 -0.564 1.722 0.77
H 0.951399 0.825652 1.720709 -0.364 -0.654 -0.319 0.16
H -1.417294 2.368924 -1.040641 -0.021 0.437 -0.259 0.37
H 4.084804 -1.907079 1.687708 -0.175 0.701 -0.416 0.44
H 2.242454 0.675815 2.767082 0.028 -1.020 0.549 0.71
H -2.218570 -1.756187 -2.249651 0.127 -0.286 -0.458 0.34
H -2.785628 0.506760 0.677217 0.039 0.353 -0.039 0.26
H -1.720185 -0.004296 1.642223 -0.172 -0.100 0.139 0.30
H 4.582482 0.969359 2.195092 -0.339 -0.245 0.131 0.37
O -1.450118 2.262718 -3.229886 1.074 -0.723 0.705 -0.62
C 1.802322 -1.242177 1.612312 -0.094 -0.959 0.272 0.44
H 4.946271 1.196609 0.410584 0.029 0.095 0.111 0.32
O 1.314217 -1.395650 -3.982145 0.359 -0.979 0.141 -0.62
O 0.696541 0.505051 -2.215700 0.252 0.784 0.890 -0.55
H 0.614779 -1.145218 -4.589934 0.136 0.436 -0.029 0.31
H -1.105458 1.602675 2.511460 -0.047 1.166 1.014 0.23
H 0.617122 -3.759618 -2.493153 0.323 -0.751 0.032 0.32
N 2.336199 1.196314 -0.316935 0.486 -0.083 -0.178 0.05
H 0.505208 -1.071636 3.117672 -1.041 -0.551 0.364 0.27
O -3.615325 1.304928 -2.077036 -0.066 -0.184 0.460 -0.61
C 3.048228 -2.083251 2.006709 -0.409 -0.874 1.010 -0.15
O -1.470798 3.664149 2.317427 -0.012 -1.233 0.020 -0.61
H 0.820670 4.440569 -0.509072 0.069 0.056 -0.015 0.30
H -4.230515 0.665964 -1.704491 -0.210 0.088 -0.200 0.29
H -1.723017 2.942951 -3.839618 -0.433 0.058 -0.280 0.26
H 0.300438 1.206748 -2.763571 -0.546 -0.185 0.012 0.32
O 0.389943 4.010558 0.237511 0.114 0.254 0.062 -0.60
H -2.337538 4.071599 2.261776 0.212 0.580 0.201 0.29
H -3.205415 -2.190720 0.414421 -0.676 0.377 -0.342 0.33
O -0.259550 -3.491728 -2.208481 0.304 1.213 -0.417 -0.68
H -0.621113 1.304658 4.060794 -0.510 0.913 -0.018 0.28
O -0.770280 0.984167 3.173990 0.495 -1.815 -0.908 -0.64
H -0.278976 -2.643574 -2.697204 -0.315 -0.183 0.117 0.36
H 1.696136 -0.620483 -3.555285 -0.595 -0.014 -0.396 0.29
H -3.452366 1.966112 -1.382275 -0.076 0.030 -0.096 0.35
H 1.660030 -1.561749 0.573615 -0.287 0.574 -0.152 0.09
C 4.208026 0.994249 1.182607 1.425 0.482 -1.102 -1.12
H -3.767997 -3.242048 -0.657788 -0.250 0.290 -0.124 0.30
H -1.933347 -0.479175 -1.597353 -0.106 0.446 -0.001 0.15
C 1.876779 0.259620 1.826727 1.495 1.759 -1.202 -0.67
H 2.872415 1.512830 -1.113228 0.070 0.160 -0.165 0.23
H -0.185909 -2.105471 1.745069 0.705 1.275 -0.444 0.16
H -0.023615 -0.031843 -1.849714 -0.105 -0.128 -0.841 0.21
N 0.634580 -1.765444 2.385218 -0.096 -0.702 -0.693 -0.01
O 2.856009 -3.063635 2.671987 0.021 0.085 -0.063 -0.42
O -2.060356 -0.120848 0.746686 0.095 -0.567 -0.110 -0.45
O -1.678613 -0.967487 -2.392169 -0.260 -0.189 0.671 -0.59
H 1.342710 1.000093 -0.504387 0.391 0.043 -0.543 0.00
H -1.455233 -2.935269 0.391047 -0.030 -0.679 -0.150 0.36
```
Positions in Å, forces in eV/Å.

***

A cluster of 2 separate species, C20H16F2N4O2 in total in a non-equilibrium geometry, computed with ωB97M-V with the def2-TZVPD basis set.

Calculated total energy (eV): -36488.230

```
44
Properties=species:S:1:pos:R:3:forces:R:3:mulliken_charge:R:1
C 5.712493 -2.614465 2.538170 1.325 -1.266 1.041 -0.35
C 7.356588 -1.123235 5.539409 0.192 0.133 0.287 -1.14
C 0.868213 -0.911837 3.726749 -0.504 -0.828 -0.104 0.17
H 1.844460 -3.657027 -3.646771 0.009 0.129 0.242 0.46
C 2.791976 -0.437734 0.525209 0.311 -0.128 0.447 -0.48
O 8.225162 -3.672645 5.535223 -0.492 0.373 -0.530 -0.67
F 0.402011 -4.194449 -1.529755 0.857 1.093 -0.096 -0.31
C 2.017380 -2.996447 -2.799772 0.303 0.508 0.460 -0.51
C 1.311993 -3.163543 -1.610307 -0.579 -0.559 0.301 0.19
C 1.479573 -2.351052 -0.498419 0.468 0.168 -0.295 -0.51
H 0.995160 0.298142 5.513968 0.059 -0.089 -0.238 0.46
C 3.172035 -1.124695 -1.768562 -0.227 0.040 0.710 -0.74
O 5.679547 -0.431783 3.438592 0.113 0.276 0.448 -0.72
C 2.461689 -1.312590 -0.536439 -0.287 -0.700 -1.347 1.42
H 8.438948 -0.976776 5.487920 -0.130 0.014 0.116 0.31
H 6.843513 -0.179853 5.369167 0.027 -0.092 -0.041 0.36
H 3.499458 1.441428 2.176649 -0.230 -0.269 0.265 0.30
H 7.211187 -6.227730 2.912908 0.055 0.041 0.094 0.39
H 0.865219 -2.521149 0.377321 0.167 -0.188 -0.571 0.39
H 3.510837 -1.785560 -3.780102 -0.152 -0.051 0.273 0.39
H 4.364839 -4.094743 0.041240 0.234 0.005 0.219 0.38
C 4.928577 -3.820905 0.930315 1.155 1.325 2.051 -0.52
C 6.073740 -1.592366 3.492917 -0.559 -0.624 -1.028 0.36
H 2.704568 1.823986 4.489742 -0.093 -0.274 -0.173 0.39
H 3.581227 0.281913 0.289360 -0.222 -0.213 0.086 0.19
F -0.059782 -1.760801 4.288666 0.891 0.846 -0.559 -0.32
C 2.305526 0.990894 3.910901 -0.341 -0.003 0.452 -0.50
H 7.099348 -1.524523 6.522122 0.110 0.089 -0.062 0.33
H 8.721795 -5.586638 3.645728 -0.138 -0.178 0.068 0.29
C 2.258717 -0.308957 1.829195 -0.274 0.315 1.031 1.19
H 0.893086 -2.032598 1.909415 0.076 0.283 0.565 0.55
N 4.910044 -2.556744 1.460783 -1.326 -0.805 -1.584 -0.38
C 2.952650 -1.948111 -2.858064 -0.197 -0.226 -0.203 -0.52
C 1.288382 -1.169284 2.430519 0.195 0.346 0.289 -0.67
N 7.076263 -4.305538 3.640833 0.911 0.851 1.694 0.04
H 7.363637 -6.081687 4.699074 0.147 -0.062 -0.153 0.29
C 1.347865 0.145102 4.496577 0.493 0.217 -0.664 -0.49
C 7.464911 -3.352200 4.628341 -0.261 -1.052 -0.839 0.32
H 3.895616 -0.305454 -1.827311 -0.202 -0.411 0.006 0.39
C 6.230453 -3.942677 2.647790 -1.818 1.453 -1.960 1.67
N 5.732923 -4.695618 1.630592 -0.098 0.406 0.208 -0.78
N 6.939271 -2.052906 4.513878 -0.074 -0.675 -0.409 0.08
C 2.747972 0.781954 2.619316 0.133 -0.486 -0.604 -0.62
C 7.633286 -5.648209 3.732642 -0.027 0.272 0.109 -1.05
```
Positions in Å, forces in eV/Å.

***

A structure of composition C3H13N3O in a non-equilibrium geometry, computed with ωB97M-V with the def2-TZVPD basis set.

ΔE to the lowest compared entry with this formula, charge and spin (kcal per mole): 77.26
Calculated total energy (eV): -9836.953

```
20
Properties=species:S:1:pos:R:3:forces:R:3:mulliken_charge:R:1
O 1.153203 0.877569 1.450687 0.391 0.337 -0.295 -0.43
H -0.127182 -0.399012 -1.004125 -0.118 -0.074 -0.074 0.26
H -0.631679 -2.031117 2.192025 0.076 0.054 -0.030 0.20
H 1.077483 1.996506 -2.669252 -1.167 -0.054 0.287 0.06
N 1.844945 0.234236 0.439570 -0.447 -0.762 0.284 -0.22
N -0.387289 -1.412104 1.427082 0.024 -0.101 0.298 -0.56
H -0.839254 1.286299 0.434678 -0.036 0.052 -0.014 0.31
H -1.404013 -2.462248 -0.131265 -0.013 0.064 0.070 0.29
C -1.394391 -1.484213 0.372107 -0.074 0.186 -0.421 -0.56
H 2.817582 1.993422 -0.072569 -0.121 0.058 0.117 0.30
H 0.326828 1.959877 -2.460816 1.141 0.054 -0.280 -0.06
H 3.185197 0.429342 -1.015384 0.054 -0.163 -0.136 0.29
H 0.507077 0.187343 1.739966 0.130 -0.059 -0.177 0.44
C 2.640650 0.933700 -0.235964 0.156 0.637 0.236 -0.41
H -2.426664 0.992573 0.143523 0.097 0.059 -0.048 0.22
C -1.172395 -0.385639 -0.684559 -0.332 -0.362 0.084 -0.60
H -1.801857 -0.621524 -1.550674 0.168 -0.067 0.023 0.37
H -2.375682 -1.338098 0.833110 0.003 -0.028 -0.075 0.35
H 0.504600 -1.718483 1.055524 0.101 -0.057 0.011 0.26
N -1.497159 0.961570 -0.263662 -0.033 0.227 0.139 -0.52
```
Positions in Å, forces in eV/Å.

***

The ion C3H5O2S2 with charge -1 in a non-equilibrium geometry, computed with ωB97M-V with the def2-TZVPD basis set.

ΔE to the lowest compared entry with this formula, charge and spin (kcal per mole): 50.06
Calculated total energy (eV): -28954.301
Expectation value of S²: 2.01
Charge: -1
Spin multiplicity: 3

```
12
Properties=species:S:1:pos:R:3:forces:R:3:mulliken_charge:R:1
H -2.108287 -1.252135 -0.529660 -1.391 0.914 -2.532 0.15
H 2.254354 0.357282 -0.106927 1.720 0.379 0.123 0.29
H 0.694953 1.180775 -0.526044 0.959 -1.478 -0.522 0.23
O -2.210569 1.903586 0.895891 -0.057 0.290 -0.245 -0.67
H -1.544171 -0.102006 2.097399 -0.534 -0.008 0.371 0.31
C -1.743408 1.027966 0.172268 -0.242 -0.091 0.704 0.39
O -1.608131 0.833418 -1.026104 -0.164 0.228 -0.570 -0.59
C -1.158158 -0.173617 1.102488 1.153 -1.218 -0.061 0.00
H 1.112418 -0.693816 -1.033822 -0.298 1.641 1.367 0.23
S 0.606668 0.045121 1.423207 0.028 -0.139 0.340 -0.41
C 1.242213 0.196736 -0.280229 -2.415 -0.270 -1.213 -0.69
S -1.526185 -1.872974 0.390371 1.241 -0.249 2.238 -0.25
```
Positions in Å, forces in eV/Å.

***

A structure of composition C11H29O20P3V in a non-equilibrium geometry, computed with ωB97M-V with the def2-TZVPD basis set.

Calculated total energy (eV): -106385.028
Expectation value of S²: 0.76
Spin multiplicity: 2

```
64
Properties=species:S:1:pos:R:3:forces:R:3:mulliken_charge:R:1
H 0.403041 -1.374112 -7.138528 -0.915 -0.726 0.010 0.30
O 1.118632 0.105217 4.107125 0.856 1.047 -1.927 1.06
P 1.254621 0.279467 5.543585 0.939 -0.790 2.789 -0.07
O 3.794831 1.556009 1.557299 -0.127 0.972 0.397 -0.65
H 3.947866 -1.913924 6.167723 -0.164 -0.003 0.015 0.27
H -2.469755 -4.721508 -5.005681 -0.593 -0.376 -0.598 0.27
O 0.821312 -3.375007 -2.995064 -2.175 -0.681 -1.418 -0.35
C 2.634229 2.548492 5.339825 -0.077 0.463 -2.593 -0.20
H -1.595630 -3.767027 -6.126398 0.295 -0.419 -0.702 0.31
H -2.411555 1.152932 -0.167869 -0.104 -0.025 -0.012 0.15
H 2.753035 -2.777303 -3.073656 0.044 0.194 0.304 0.28
O -3.466916 0.465713 -1.812416 -1.811 2.349 -1.566 -0.31
O -0.150909 -0.167291 6.184054 2.598 1.999 0.531 -0.32
H -1.399572 -5.630786 -6.096269 0.296 0.410 -0.167 0.23
P -3.749064 1.947629 -2.408761 -0.497 0.131 0.118 0.95
C -2.661071 0.252122 -0.728573 1.679 -1.094 1.390 -0.46
V 0.919113 -0.432115 2.015790 0.531 -1.405 -0.679 1.23
H -2.485192 4.550918 -0.709740 0.023 0.211 0.100 0.21
H 1.777502 -2.120054 -1.651740 0.313 -1.193 0.545 0.17
H -1.291991 0.512946 4.486438 0.554 0.139 0.138 -0.07
H 3.567293 2.940183 5.744893 -0.353 -0.592 1.218 0.28
H -1.785193 2.908619 2.800153 -0.743 0.142 0.476 0.35
C 4.000594 0.379418 1.833211 -2.321 5.190 -2.109 0.76
H -3.546689 4.716654 -2.083327 -0.161 -0.415 -0.218 0.35
C -1.968149 1.071265 -4.108367 0.576 -1.229 -0.432 -0.45
O 0.771609 -0.382201 0.411536 -0.129 -0.435 2.105 -0.53
H -1.132849 1.757359 -4.248491 -0.154 0.039 -0.373 0.26
H -3.104573 -0.495031 -0.070420 -0.197 0.141 0.071 0.34
O -0.614910 -4.572435 -4.515414 1.351 -0.240 1.051 -0.38
O 0.516375 -2.713940 -5.492794 0.352 1.668 -0.260 -0.33
H -1.746448 -0.195183 -1.117759 0.360 0.052 0.335 0.20
H 1.382803 -0.769160 -6.008104 0.461 -0.487 1.170 0.29
C 0.468835 -1.361574 -6.050593 0.040 0.058 -0.108 -0.37
O 1.733445 1.743315 6.050557 -1.585 -2.411 1.447 -0.32
O 5.190871 -0.083744 1.910155 2.012 -1.486 0.687 -0.50
O -1.109290 3.414905 2.343612 0.977 -1.111 -1.032 -0.47
H -2.207400 0.409708 -4.940956 0.563 0.377 -0.478 0.27
O -2.558557 2.881192 -1.784485 -1.226 -3.061 -0.103 -0.19
C -2.622721 4.246130 -1.747188 0.337 2.264 0.596 -0.79
O -5.149094 2.467978 -2.243822 2.802 -0.840 -0.611 -0.73
P -0.287987 -3.088966 -4.156296 1.940 0.308 1.324 0.98
O 3.086695 -0.468616 1.930335 -3.570 -2.874 1.299 -0.61
O 0.635298 2.754486 1.164356 1.758 0.661 -1.316 -0.21
C 1.789589 -2.436200 -2.694813 0.720 1.964 0.501 -0.56
H -0.335230 -0.806800 -5.567073 -0.017 -0.051 -0.314 -0.01
O 0.252249 -1.768850 2.648652 0.940 1.866 -2.088 -0.69
H -2.023293 0.806431 6.088068 0.262 -0.197 0.229 0.30
H 3.359676 -1.259033 4.624816 0.186 -0.422 -0.195 -0.02
O -0.575536 1.233134 2.104263 0.337 -0.683 0.257 -0.46
C -1.529078 -4.693232 -5.555607 -2.355 -0.037 0.357 -0.64
H 2.487168 -2.608719 5.398407 -0.111 0.097 0.106 0.27
H -1.702684 -0.883926 5.443107 -1.288 0.424 -0.242 0.26
C -0.349001 2.417006 1.836837 -1.752 0.524 1.901 0.80
H 2.024219 3.395097 5.024782 0.369 0.185 -0.238 0.24
C 3.058314 -1.697513 5.576139 0.602 -0.191 -0.963 -0.32
C -1.369566 0.151634 5.511888 -0.622 -1.437 -0.343 -0.31
H -1.666636 0.336168 -3.362159 -0.349 0.315 0.544 0.20
H 2.927074 1.970153 4.463553 0.186 0.420 -0.407 -0.11
H 1.572096 -1.422909 -3.032488 -0.106 0.019 -1.199 0.25
H -1.784806 4.650531 -2.315051 -0.045 0.092 -0.135 0.30
O 2.330110 -0.707874 6.260800 -2.100 1.979 0.125 -0.31
H 4.796099 -0.939056 2.095073 1.795 -2.084 0.304 0.37
O -1.355029 -2.151585 -3.769523 0.367 -0.348 -0.434 -0.45
O -3.168220 1.762866 -3.887608 -1.776 0.645 0.820 -0.35
```
Positions in Å, forces in eV/Å.